Entry 1:
# C20H28Cl2F11NaO19P2

A molecular structure, C20H28Cl2F11NaO19P2 (ωB97M-V/def2-TZVPD, the Open Molecules 2025 dataset).

Properties
Charge ... 0
E_LUMO ... 0.061 eV
Highest occupied orbital energy ... -11.10 eV

The geometry in XYZ format:
```
83
Properties=species:S:1:pos:R:3:forces:R:3:mulliken_charge:R:1
Cl -0.060 -5.178 -3.809 -0.104 -0.024 -0.120 -0.2147
Cl -0.457 -3.946 -0.551 -0.461 -0.011 -0.041 -0.1516
P 0.901 0.566 -1.618 -0.453 1.420 0.426 1.2640
P 1.477 -2.091 3.386 1.087 -0.031 -0.314 0.0876
Na -0.703 -1.437 0.632 0.849 -0.038 0.141 1.2348
F 1.229 0.803 -0.048 -0.092 -0.612 -0.398 -0.4240
F 5.592 -2.424 -2.923 0.040 0.409 -0.052 -0.3375
F -0.631 0.994 -1.365 -0.770 0.318 0.831 -0.4168
F -0.975 4.349 -0.793 -1.122 0.230 1.827 -0.2939
F 0.542 0.417 -3.128 0.007 -0.647 -2.067 -0.4001
F 0.393 -0.996 -1.388 0.614 0.018 0.626 -0.3121
F -5.519 1.890 1.778 -0.327 -0.277 -0.757 -0.2977
F 1.227 2.148 -1.922 0.740 -0.586 0.458 -0.2812
F -3.299 3.004 2.692 0.448 -0.285 0.583 -0.2330
F 2.399 0.053 -1.881 -0.190 0.289 0.145 -0.1862
F -3.481 -0.720 -5.227 0.992 0.783 1.005 -0.3513
O 0.353 -2.155 4.472 -0.104 0.557 0.084 -0.2467
O -4.678 2.129 -2.544 1.571 -1.983 0.074 -0.5763
O 5.723 -1.606 -0.190 -0.679 -0.478 0.830 -0.3754
O -0.622 1.564 2.264 0.470 -1.612 0.125 0.1082
O 0.893 -2.151 2.018 0.233 0.473 0.705 0.2066
O -1.310 2.900 3.860 -0.352 -0.521 1.272 -0.3385
O 4.240 -2.988 -1.228 1.489 0.598 2.385 -0.3292
O 4.934 -3.332 0.978 -0.453 -2.201 2.226 -0.4161
O -0.403 0.895 4.441 -0.360 1.450 -1.805 -0.4983
O -4.895 -0.903 0.519 -0.616 -0.213 0.197 -0.4134
O -3.286 1.255 -4.081 0.593 -0.202 -0.378 -0.3924
O -0.452 8.031 -2.359 0.036 0.179 -0.283 -0.5091
O 2.428 -3.324 3.698 -0.073 0.036 -0.357 -0.3160
O -3.873 1.049 0.508 -0.657 -0.501 -0.377 0.1137
O 1.064 6.541 -1.634 -0.963 -0.938 -0.254 -0.3672
O -0.887 5.834 -2.555 0.658 -0.826 1.241 -0.3948
O -2.669 -0.856 0.419 -2.081 0.940 0.210 -0.7420
O 2.488 -0.886 3.709 -1.517 -0.439 -0.039 -0.3215
O -3.659 0.038 -2.303 0.100 1.305 0.990 -0.1918
C 5.102 -0.816 -1.188 0.392 -1.119 -1.270 -0.1854
C 1.104 5.089 -1.643 0.357 0.333 1.351 -0.1914
C -0.736 1.691 3.591 0.278 -1.107 1.452 0.3800
C 0.577 -2.075 5.895 0.002 0.985 0.123 -0.7010
C 3.107 -0.180 2.592 0.923 -2.061 1.086 -0.0192
C -0.335 4.670 -1.894 0.982 0.027 -3.692 0.5872
C -0.114 6.906 -2.212 -0.024 0.599 0.497 0.5174
C 0.802 -3.836 -2.998 0.587 -0.137 -0.639 -0.0124
C -1.963 3.360 2.753 -0.260 1.153 -2.008 0.1298
C 4.606 -1.938 -2.109 -0.821 -0.842 0.391 0.4692
C 4.965 -2.743 -0.006 0.166 2.427 -3.749 0.5699
C -5.265 1.416 0.502 0.837 1.085 0.409 0.3457
C 1.015 -4.150 -1.553 0.880 2.006 1.202 -0.1493
C -3.757 -0.291 0.475 2.623 -0.074 -0.001 0.2193
C -2.582 -0.674 -2.979 -1.779 -1.418 -0.213 0.5248
C -5.982 0.051 0.320 0.721 -0.993 -0.389 -0.5676
C -1.169 2.665 1.604 -1.321 1.552 1.637 0.1484
C -3.920 1.245 -2.894 -1.037 -0.034 -0.321 0.6309
C -2.644 0.010 -4.340 -1.789 -0.156 -0.136 0.2766
C 2.171 -4.570 2.996 1.225 0.448 1.860 -0.5324
H -6.729 -0.268 1.051 -0.009 0.889 -0.027 0.3294
H 1.446 -2.685 6.135 0.133 0.244 0.215 0.3273
H 1.827 4.820 -2.401 -0.143 -0.504 -0.164 0.2667
H -1.598 -0.647 -2.477 -0.866 0.334 -0.143 -0.6163
H -5.298 2.301 -0.226 -0.674 -1.697 0.844 0.2999
H -1.738 0.239 -4.833 0.919 -0.098 -0.525 0.3804
H 2.161 -4.384 1.969 -0.082 0.104 -1.641 0.1037
H -3.028 -1.729 -3.000 1.185 1.326 -0.341 0.3011
H 1.796 -3.385 -1.138 -1.311 -1.757 -0.583 -0.3146
H -0.300 -2.519 6.359 -0.014 0.061 -0.034 0.2453
H -1.725 2.455 0.728 -0.700 -0.792 -0.505 0.0322
H 0.664 -0.991 6.228 0.080 -1.422 -0.553 0.2220
H 0.196 -2.928 -3.182 0.780 -0.402 0.189 -0.0403
H 4.281 -0.219 -0.811 0.060 0.081 0.121 0.0197
H 1.841 -3.815 -3.435 -1.203 0.323 0.100 0.2414
H 5.878 -0.244 -1.684 -0.075 0.276 -0.001 0.3749
H 2.394 -0.144 1.802 -0.179 0.568 -0.741 -0.2963
H 1.415 4.710 -0.639 -0.057 0.421 -0.862 0.2108
H 3.683 -1.824 -2.644 -0.042 0.846 -0.811 0.2323
H -6.288 -0.257 -0.675 -0.479 0.958 -0.236 0.2442
H 3.998 -0.784 2.362 -0.300 0.141 -0.536 0.2693
H -0.463 3.823 -2.591 0.240 0.461 0.251 0.1546
H 3.498 0.721 2.996 -0.278 1.059 0.091 0.3329
H -1.973 4.473 2.772 0.273 -0.822 -0.155 0.2813
H 2.994 -5.223 3.284 -0.085 0.001 -0.185 0.2377
H 1.259 -4.960 3.361 -1.090 -0.616 0.138 0.3241
H 1.236 -5.191 -1.384 0.724 -0.106 -0.100 0.6597
H -0.436 3.356 1.336 1.698 0.864 -0.534 0.0504
```
Forces are in eV/Å.



Entry 2:
# C20H28Cl4N4

6 unconnected molecules or ions with the total composition C20H28Cl4N4 (ωB97M-V/def2-TZVPD, the Open Molecules 2025 dataset).

Properties
ΔE to the lowest compared entry with this formula, charge and spin ... 0.000 eV
Charge ... 0
Structure (SMILES) ... c1cc[nH]c1.c1cc[nH]c1.c1cc[nH]c1.c1cc[nH]c1.ClCCCl.ClCCCl
E_LUMO ... 0.488 eV
Highest occupied orbital energy ... -8.18 eV

The geometry in XYZ format:
```
56
Properties=species:S:1:pos:R:3:forces:R:3:mulliken_charge:R:1
Cl 4.885 -0.049 5.850 -0.443 0.393 -0.244 -0.2084
Cl -0.500 0.950 5.828 0.055 0.002 0.237 -0.1888
Cl 1.435 -1.468 3.722 0.131 -0.281 0.488 -0.1476
Cl -1.347 0.784 2.527 0.676 0.207 -0.485 -0.0890
N -0.676 0.413 -2.499 0.707 -0.046 -0.180 0.7376
N 0.709 3.151 -0.877 -1.568 -1.440 0.155 0.1561
N -3.269 -1.695 -2.762 0.089 -0.330 -0.478 0.1211
N 2.237 -0.311 -1.212 -0.346 0.818 -0.577 0.2647
C 2.578 -1.193 5.112 -0.185 -0.004 -0.533 -0.3466
C 1.634 -1.422 -0.816 0.302 -2.293 0.114 -0.6576
C 1.072 2.441 0.270 -0.590 0.265 -0.238 -0.1071
C -1.835 0.023 5.101 -0.798 0.193 0.678 -0.3438
C -1.197 1.449 -3.239 0.919 0.281 -1.678 -0.6143
C 2.525 -0.394 -2.540 1.425 2.316 0.005 -0.5682
C 2.264 -1.664 -2.909 -0.019 -0.777 -2.859 -0.5074
C 2.369 2.829 0.531 0.092 -0.463 0.508 -0.0774
C 2.758 3.765 -0.462 1.862 -0.445 1.105 -0.6091
C -2.265 1.341 -1.326 1.015 -0.292 0.722 -0.7162
C -2.396 0.768 3.929 -1.169 -1.266 -0.513 -0.6654
C 3.729 -0.472 4.517 1.036 -0.728 1.229 -0.5186
C -2.513 -2.632 -2.112 0.405 1.805 1.644 -0.1238
C -2.743 -3.807 -2.693 0.200 -2.879 -1.014 -0.4886
C -3.944 -2.266 -3.801 -0.124 -0.007 -0.940 -0.5127
C 1.762 3.892 -1.343 -1.920 0.339 -0.739 -0.5634
C 1.689 -2.335 -1.862 -0.658 0.486 2.063 -0.5533
C -1.288 0.396 -1.285 0.252 -0.548 -0.675 -0.6036
C -3.635 -3.598 -3.801 0.428 0.602 1.364 -0.5091
C -2.170 2.090 -2.493 0.137 -0.871 -0.807 -0.9551
H 3.055 2.479 1.307 -0.575 0.135 -0.089 0.4115
H 1.610 4.470 -2.242 0.277 0.067 0.126 0.4343
H -0.216 3.014 -1.345 1.329 0.232 0.498 0.3129
H -4.468 -1.706 -4.599 0.220 -0.232 1.088 0.3212
H 2.080 -0.486 5.778 -0.126 -0.697 0.295 0.2400
H 2.370 0.459 -0.609 0.079 1.188 0.320 0.1772
H -3.286 0.245 3.543 0.152 0.068 0.488 0.2768
H 2.396 -2.107 -3.887 0.117 0.289 -0.023 0.3901
H -1.438 -0.942 4.822 0.032 -0.218 -0.070 0.2670
H 2.946 -2.132 5.510 -0.722 -0.092 0.364 0.3477
H -1.902 -2.349 -1.232 -0.590 -0.319 -0.880 0.2512
H -2.873 1.469 -0.517 -1.696 0.730 1.896 0.6348
H 3.728 4.227 -0.423 0.012 0.181 -0.442 0.4181
H -2.848 2.880 -2.738 0.078 0.312 -0.457 0.4874
H 0.072 -0.264 -2.736 -0.643 0.926 -0.131 0.1437
H -2.273 -4.771 -2.414 -0.481 0.853 -0.196 0.3487
H -0.939 -0.275 -0.523 -0.254 -0.127 0.110 0.4330
H 3.299 0.323 4.001 0.149 1.974 -0.747 0.3046
H -2.705 1.756 4.174 0.061 0.866 0.223 0.3557
H -2.661 -0.099 5.853 0.957 0.111 -0.551 0.3313
H 2.915 0.507 -3.059 -0.237 -1.078 0.351 0.3523
H -4.092 -4.335 -4.388 -0.244 -0.836 -0.919 0.4469
H 1.420 -1.619 0.202 -0.329 0.067 0.751 0.5096
H 1.400 -3.346 -1.788 -0.356 -0.848 -0.136 0.5387
H -3.346 -0.757 -2.489 0.111 1.302 0.287 0.2042
H -0.810 1.674 -4.266 -0.488 -0.352 1.270 0.3807
H 0.343 1.771 0.811 1.135 1.038 -0.895 -0.2527
H 4.352 -1.070 3.901 0.121 -0.576 -0.882 0.3288
```
Forces are in eV/Å.



Entry 3:
# C20H28ClN2O10

6 unconnected molecules or ions with the total composition C20H28ClN2O10 (ωB97M-V/def2-TZVPD, the Open Molecules 2025 dataset).

Properties
ΔE to the lowest compared entry with this formula, charge and spin ... 0.000 eV
Charge ... -1
E_LUMO ... 2.230 eV
Highest occupied orbital energy ... -5.56 eV

The geometry in XYZ format:
```
61
Properties=species:S:1:pos:R:3:forces:R:3:mulliken_charge:R:1
Cl 0.451 0.667 1.144 -1.224 -0.287 0.499 1.7095
O -3.652 2.056 -4.279 -0.132 -0.013 0.131 -0.3828
O 0.164 -0.750 1.087 0.277 -0.197 -0.750 -0.6534
O 3.809 -4.743 -0.153 -0.059 0.029 -0.082 -0.3680
O -0.449 1.202 2.156 0.740 0.405 0.108 -0.7687
O -5.000 1.250 2.607 0.054 0.045 0.004 -0.5916
O -4.148 2.686 -2.195 -0.010 0.347 0.079 -0.5698
O 2.655 -6.650 -0.159 -0.180 -0.114 -0.165 -0.5868
O 0.172 1.338 -0.100 0.016 -0.334 -0.380 -0.5894
O 1.838 0.858 1.479 0.103 0.171 0.357 -0.7300
O -4.606 -0.937 2.460 0.253 -0.288 0.050 -0.3843
N 1.448 2.417 4.203 -0.119 -0.111 0.094 0.2146
N 2.099 0.163 -3.768 0.108 0.023 -0.236 0.0764
C 2.849 -5.576 0.326 0.505 -0.056 0.472 0.5108
C -4.571 0.337 1.967 -0.238 0.233 -0.101 0.3314
C -1.749 0.744 -3.935 0.414 0.462 0.254 -0.4084
C -2.923 0.986 -4.873 0.656 -0.015 -0.457 -0.4605
C 2.194 -4.955 1.548 -0.827 0.345 -0.981 -0.3875
C -3.588 -1.108 0.345 0.816 0.400 -0.492 -0.1967
C 2.688 2.404 4.760 0.191 0.089 -0.144 -0.4718
C 2.287 0.960 -2.669 -0.686 -0.867 0.092 -0.4844
C 2.541 0.817 -4.886 0.072 -0.017 -0.022 -0.6281
C -3.449 2.057 -2.927 -0.344 -0.547 0.167 0.4815
C 1.370 3.810 5.911 -0.207 -0.096 0.016 -0.5333
C 2.650 -3.505 1.490 0.245 0.265 0.354 -0.1046
C 3.929 -3.563 0.653 0.220 0.358 0.441 -0.5273
C 3.012 2.037 -4.492 0.230 0.334 0.139 -0.4024
C -4.400 -1.862 1.392 -0.321 0.402 -1.141 -0.5263
C 2.682 3.272 5.828 -0.395 0.238 0.121 -0.5433
C -3.919 0.372 0.588 0.101 -0.618 0.610 -0.0170
C -2.332 1.101 -2.558 0.302 -0.283 -0.767 0.2461
C 2.828 2.137 -3.077 -0.062 0.063 -0.055 -0.5179
C 0.627 3.255 4.892 0.093 -0.400 0.228 -0.4241
H 3.447 3.546 6.536 0.338 -0.252 -0.259 0.3620
H 2.482 0.394 -5.874 0.050 -0.152 0.056 0.3929
H -4.535 0.818 -0.187 -0.221 0.181 0.232 0.2511
H -2.728 0.204 -2.081 -0.211 0.202 0.199 -0.1789
H 3.453 1.803 4.297 0.133 0.032 0.151 0.3850
H 3.509 2.740 -5.140 -0.203 0.142 0.005 0.4113
H 2.955 2.963 -2.400 0.335 0.151 -0.201 0.4206
H -3.908 -2.796 1.647 -0.068 0.137 0.749 0.3775
H -3.029 0.986 0.732 0.038 0.013 -0.256 0.1244
H 1.113 -5.010 1.413 0.039 -0.232 0.084 0.2349
H -1.625 1.579 -1.884 -0.014 -0.089 0.104 0.2009
H 2.767 -3.098 2.493 0.284 0.193 -0.142 0.3771
H 1.919 0.602 -1.720 0.135 0.306 0.147 0.4969
H 4.846 -3.605 1.248 -0.070 -0.344 0.022 0.2247
H -5.394 -2.076 0.983 0.071 -0.273 0.060 0.2548
H -1.285 -0.235 -4.040 -0.232 -0.125 0.177 0.3545
H 2.434 -5.520 2.445 0.287 0.074 0.049 0.2929
H 1.743 -0.774 -3.753 -0.036 0.028 0.077 0.2190
H 1.967 -2.841 0.961 -0.384 -0.271 0.163 -0.0051
H -3.571 0.120 -5.024 -0.087 -0.026 0.255 0.2307
H 1.019 4.478 6.682 -0.078 0.050 -0.094 0.3701
H -3.795 -1.446 -0.673 -0.269 0.015 0.073 0.3911
H -2.564 1.298 -5.855 -0.210 0.128 0.007 0.3388
H -0.425 3.225 4.671 -0.027 0.398 -0.034 0.4058
H 1.135 1.829 3.443 0.055 0.101 -0.059 0.2907
H 4.037 -2.689 0.013 -0.126 -0.137 -0.212 0.3393
H -2.509 -1.242 0.466 -0.095 -0.165 0.295 -0.0262
H -0.964 1.472 -4.162 -0.029 -0.049 -0.092 0.1511
```
Forces are in eV/Å.



| no. | E_tot (eV) |
| --- | --- |
| 1 | -138039.84060 |
| 2 | -77243.08112 |
| 3 | -57167.35618 |